(1)
{"formula": "C28H64BCaF4N2O6P3", "method": "ωB97M-V with the def2-TZVPD basis set", "species": ["Ca", "C", "C", "C", "O", "P", "O", "C", "P", "O", "O", "C", "C", "C", "O", "C", "C", "C", "O", "C", "C", "C", "H", "H", "H", "H", "H", "H", "H", "H", "H", "H", "H", "H", "H", "H", "H", "H", "H", "H", "H", "H", "H", "H", "H", "H", "H", "H", "H", "H", "H", "H", "C", "C", "N", "C", "C", "N", "C", "C", "H", "H", "H", "H", "H", "H", "H", "H", "H", "H", "H", "H", "H", "C", "C", "C", "P", "C", "C", "C", "C", "C", "C", "H", "H", "H", "H", "H", "H", "H", "H", "H", "H", "H", "H", "H", "H", "H", "H", "H", "H", "H", "H", "H", "F", "B", "F", "F", "F"], "coordinates": [[0.278, -0.520, 0.467], [-1.191, -6.007, 3.767], [-0.843, -4.988, 2.716], [-1.053, -5.467, 1.302], [-1.739, -3.823, 2.983], [-1.608, -2.437, 2.299], [-0.199, -2.154, 1.844], [-2.784, -2.303, 0.939], [-2.805, -0.727, 0.004], [-1.813, 0.208, 0.644], [-4.261, -0.246, -0.171], [-5.286, 0.200, 0.821], [-6.236, -0.946, 1.056], [-4.636, 0.737, 2.070], [-2.250, -1.035, -1.407], [-2.783, -1.618, -2.664], [-3.633, -2.831, -2.376], [-3.478, -0.519, -3.425], [-2.187, -1.407, 3.315], [-1.413, -0.913, 4.481], [-1.824, -1.703, 5.697], [-1.701, 0.563, 4.572], [-0.508, -6.854, 3.688], [-2.208, -6.375, 3.630], [-1.099, -5.590, 4.768], [0.169, -4.607, 2.855], [-2.093, -5.761, 1.147], [-0.428, -6.341, 1.118], [-0.770, -4.716, 0.561], [-3.772, -2.504, 1.360], [-2.561, -3.098, 0.225], [-5.783, 0.999, 0.275], [-5.778, -1.736, 1.654], [-6.592, -1.366, 0.117], [-7.103, -0.588, 1.613], [-4.113, -0.045, 2.626], [-5.422, 1.132, 2.715], [-3.930, 1.538, 1.857], [-1.865, -1.908, -3.171], [-4.493, -2.591, -1.746], [-3.054, -3.631, -1.915], [-4.022, -3.216, -3.319], [-4.410, -0.223, -2.942], [-3.709, -0.869, -4.432], [-2.822, 0.347, -3.510], [-0.359, -1.083, 4.247], [-2.884, -1.557, 5.909], [-1.253, -1.360, 6.562], [-1.639, -2.768, 5.569], [-2.754, 0.739, 4.798], [-1.456, 1.076, 3.641], [-1.109, 0.999, 5.378], [1.067, 4.401, -3.719], [0.728, 2.966, -3.250], [-0.390, 2.991, -2.316], [-1.550, 3.616, -2.936], [-1.263, 5.103, -3.256], [0.190, 5.344, -2.925], [0.423, 5.156, -1.446], [-0.011, 3.709, -1.110], [0.840, 4.587, -4.767], [2.097, 4.695, -3.525], [1.584, 2.514, -2.751], [0.473, 2.338, -4.101], [-2.406, 3.541, -2.266], [-1.789, 3.073, -3.849], [-1.834, 5.801, -2.647], [-1.393, 5.360, -4.305], [0.428, 6.301, -3.175], [-0.152, 5.924, -0.932], [1.484, 5.340, -1.280], [-0.857, 3.711, -0.423], [0.818, 3.187, -0.632], [2.653, -1.527, 4.108], [2.815, -0.053, 3.731], [4.000, 0.571, 4.470], [2.770, 0.185, 1.900], [4.019, -0.885, 1.064], [3.579, -2.349, 0.969], [5.456, -0.783, 1.568], [3.377, 1.904, 1.644], [3.629, 2.187, 0.164], [2.357, 2.885, 2.220], [2.370, -1.606, 5.159], [3.595, -2.064, 3.988], [1.899, -2.043, 3.508], [1.908, 0.469, 4.064], [4.953, 0.174, 4.122], [3.924, 0.345, 5.536], [4.035, 1.656, 4.373], [3.982, -0.491, 0.041], [3.761, -2.882, 1.901], [4.148, -2.849, 0.185], [2.522, -2.484, 0.722], [5.558, -1.251, 2.548], [5.813, 0.245, 1.647], [6.132, -1.309, 0.891], [4.316, 2.025, 2.189], [2.759, 1.931, -0.449], [4.475, 1.629, -0.237], [3.848, 3.250, 0.027], [1.371, 2.754, 1.759], [2.673, 3.914, 2.035], [2.224, 2.778, 3.298], [0.889, 0.514, -1.386], [1.142, -0.717, -2.193], [2.485, -0.871, -2.302], [0.434, -0.626, -3.347], [0.600, -1.788, -1.338]], "homo_lumo_gap_ha": 0.335, "energy_ev": -103195.2368, "mol_weight_g_mol": 744.63, "charge": 2, "de_lowest_kcal_mol": 5.02}

(2)
{"formula": "C2H4N3P", "method": "ωB97M-V with the def2-TZVPD basis set", "species": ["C", "C", "N", "N", "N", "P", "H", "H", "H", "H"], "coordinates": [[0.476, 0.973, -0.223], [-0.365, -0.264, -0.141], [1.713, 0.721, -0.136], [0.155, -1.368, -0.026], [2.171, -0.440, -0.144], [-2.184, 0.070, -0.322], [0.074, 1.953, -0.404], [2.884, -0.711, 0.514], [-2.364, 0.327, 1.047], [-2.559, -1.260, -0.164]], "homo_lumo_gap_ha": [0.311, 0.309], "energy_ev": -15893.5106, "mol_weight_g_mol": 101.05, "charge": 0, "de_lowest_kcal_mol": 83.39}

(3)
{"formula": "C36H71F9O18", "method": "ωB97M-V with the def2-TZVPD basis set", "species": ["C", "C", "O", "C", "O", "C", "F", "F", "F", "H", "H", "H", "H", "H", "C", "C", "O", "C", "O", "C", "F", "F", "F", "H", "H", "H", "H", "H", "C", "C", "O", "C", "O", "C", "F", "F", "F", "H", "H", "H", "H", "H", "C", "O", "C", "C", "O", "C", "C", "O", "C", "H", "H", "H", "H", "H", "H", "H", "H", "H", "H", "H", "H", "H", "H", "C", "O", "C", "C", "O", "C", "C", "O", "C", "H", "H", "H", "H", "H", "H", "H", "H", "H", "H", "H", "H", "H", "H", "C", "O", "C", "C", "O", "C", "C", "O", "C", "H", "H", "H", "H", "H", "H", "H", "H", "H", "H", "H", "H", "H", "H", "C", "O", "C", "C", "O", "C", "C", "O", "C", "H", "H", "H", "H", "H", "H", "H", "H", "H", "H", "H", "H", "H", "H"], "coordinates": [[-0.619, -2.516, -0.033], [0.361, -1.329, 0.074], [-0.175, -0.211, -0.591], [-0.059, -0.097, -1.953], [0.352, -0.983, -2.718], [-0.609, 1.281, -2.434], [-1.633, 1.686, -1.709], [0.404, 2.143, -2.283], [-0.908, 1.221, -3.747], [-0.739, -2.845, -1.066], [-1.618, -2.353, 0.370], [-0.151, -3.407, 0.385], [1.345, -1.571, -0.329], [0.522, -1.177, 1.142], [1.321, -0.919, 5.512], [1.958, -0.548, 4.190], [2.757, 0.570, 4.306], [2.374, 1.770, 4.025], [1.280, 2.033, 3.491], [3.404, 2.804, 4.526], [4.563, 2.224, 4.764], [3.574, 3.707, 3.596], [2.936, 3.365, 5.631], [0.641, -1.764, 5.411], [0.589, -0.173, 5.822], [2.012, -1.287, 6.271], [1.266, -0.391, 3.362], [2.648, -1.351, 3.931], [0.189, -4.826, -4.833], [-0.399, -3.943, -3.693], [-1.518, -4.477, -2.995], [-1.294, -5.552, -2.086], [-0.145, -6.028, -1.861], [-2.489, -5.963, -1.209], [-2.775, -7.248, -1.362], [-2.276, -5.843, 0.051], [-3.615, -5.252, -1.551], [0.897, -4.180, -5.352], [-0.576, -5.168, -5.530], [0.767, -5.667, -4.448], [-0.726, -3.043, -4.214], [0.409, -3.497, -3.113], [1.132, -3.926, 3.247], [1.913, -3.157, 2.318], [3.241, -3.677, 2.124], [3.980, -2.779, 1.103], [3.262, -2.904, -0.157], [4.010, -2.441, -1.271], [3.498, -2.948, -2.619], [3.609, -4.352, -2.818], [2.721, -5.100, -1.990], [1.605, -4.047, 4.222], [1.012, -4.933, 2.849], [0.163, -3.500, 3.507], [3.213, -4.677, 1.690], [3.827, -3.803, 3.034], [5.032, -3.061, 1.079], [3.951, -1.746, 1.449], [5.072, -2.678, -1.206], [4.021, -1.352, -1.320], [3.986, -2.397, -3.423], [2.491, -2.551, -2.748], [2.388, -5.984, -2.533], [1.857, -4.530, -1.648], [3.173, -5.482, -1.075], [-6.096, -1.097, 5.743], [-5.859, -0.014, 6.628], [-5.256, 1.170, 6.068], [-3.739, 0.974, 5.868], [-3.468, 0.389, 4.532], [-2.103, 0.199, 4.170], [-2.007, -1.042, 3.200], [-2.479, -0.806, 1.861], [-3.885, -0.695, 1.666], [-6.006, -0.864, 4.682], [-7.117, -1.456, 5.872], [-5.401, -1.918, 5.922], [-5.464, 2.007, 6.733], [-5.682, 1.462, 5.108], [-3.338, 0.370, 6.682], [-3.190, 1.906, 6.003], [-1.529, -0.108, 5.044], [-1.531, 1.064, 3.836], [-2.317, -2.019, 3.571], [-0.965, -1.216, 2.930], [-4.464, -1.596, 1.870], [-4.008, -0.430, 0.616], [-4.323, 0.104, 2.263], [3.612, -0.387, -5.189], [3.407, 0.898, -5.809], [2.049, 1.129, -6.258], [1.885, 2.491, -7.058], [2.600, 2.548, -8.290], [4.001, 2.543, -8.276], [4.527, 3.033, -9.637], [4.133, 2.184, -10.737], [4.772, 2.597, -11.944], [2.855, -0.629, -4.443], [4.558, -0.404, -4.647], [3.592, -1.240, -5.867], [1.398, 1.146, -5.384], [1.727, 0.251, -6.819], [2.090, 3.327, -6.389], [0.836, 2.670, -7.292], [4.318, 1.531, -8.023], [4.344, 3.242, -7.512], [5.612, 2.934, -9.593], [4.101, 4.022, -9.807], [4.273, 3.552, -12.106], [4.483, 1.885, -12.717], [5.854, 2.730, -11.969], [-5.565, 7.056, 6.268], [-4.403, 6.771, 5.460], [-4.810, 6.138, 4.208], [-3.469, 5.586, 3.675], [-3.793, 4.972, 2.417], [-3.502, 3.608, 2.293], [-2.001, 3.410, 1.950], [-1.554, 4.051, 0.782], [-0.225, 3.943, 0.529], [-5.993, 6.072, 6.458], [-6.221, 7.662, 5.643], [-5.277, 7.620, 7.156], [-5.332, 6.830, 3.547], [-5.527, 5.321, 4.294], [-3.041, 4.840, 4.344], [-2.778, 6.419, 3.549], [-4.122, 3.172, 1.510], [-3.787, 3.031, 3.173], [-1.918, 2.336, 1.783], [-1.380, 3.670, 2.807], [-0.012, 4.331, -0.467], [0.233, 2.968, 0.697], [0.274, 4.581, 1.259]], "homo_lumo_gap_ha": 0.353, "smiles": "CCOC(=O)C(F)(F)F.CCOC(=O)C(F)(F)F.CCOC(=O)C(F)(F)F.COCCOCCOC.COCCOCCOC.COCCOCCOC.COCCOCCOC", "energy_ev": -99786.7209, "mol_weight_g_mol": 962.93, "charge": 0, "de_lowest_kcal_mol": 61.75}